This record from the Open Molecules 2025 dataset describes a structure of composition C36H34Cl2O7P2S3Sr. The level of theory is ωB97M-V/def2-TZVPD.

The LUMO energy is 3.99 eV. As for the orbital gap: 5.91 eV. Its net charge is -2. The energy relative to the best compared isomer or geometry (same formula, charge and spin) comes out at 28.5 kcal/mol.

Each line ends with the Löwdin charge.
Positions of all 85 atoms, in Å:
Sr (-0.867, -0.283, -0.620)  1.24
S (-0.582, -2.594, 1.362)  0.26
P (1.093, -1.529, 1.719)  0.35
C (1.497, -0.143, 0.800)  -0.61
P (1.035, 1.384, 1.383)  0.32
S (-0.850, 2.096, 1.242)  0.18
C (1.682, 1.872, 3.065)  -0.33
C (0.896, 2.436, 4.058)  -0.11
C (1.463, 2.850, 5.263)  -0.10
C (2.823, 2.699, 5.487)  -0.12
C (3.618, 2.117, 4.504)  -0.10
C (3.049, 1.702, 3.309)  -0.09
C (2.104, 2.595, 0.463)  -0.33
C (3.024, 2.158, -0.477)  -0.10
C (3.868, 3.062, -1.122)  -0.10
C (3.809, 4.413, -0.815)  -0.12
C (2.880, 4.865, 0.120)  -0.11
C (2.030, 3.962, 0.745)  -0.10
C (1.131, -1.417, 3.571)  -0.33
C (2.278, -1.677, 4.314)  -0.09
C (2.256, -1.624, 5.706)  -0.10
C (1.085, -1.293, 6.372)  -0.12
C (-0.062, -1.006, 5.639)  -0.10
C (-0.038, -1.065, 4.253)  -0.11
C (2.503, -2.710, 1.443)  -0.34
C (2.395, -4.056, 1.799)  -0.11
C (3.434, -4.945, 1.553)  -0.11
C (4.599, -4.501, 0.931)  -0.12
C (4.717, -3.165, 0.573)  -0.10
C (3.674, -2.275, 0.832)  -0.10
H (-0.164, 2.563, 3.866)  0.06
H (0.834, 3.290, 6.031)  0.09
H (3.262, 3.018, 6.426)  0.09
H (4.682, 1.984, 4.673)  0.09
H (3.660, 1.242, 2.538)  0.11
H (3.059, 1.100, -0.704)  0.06
H (4.565, 2.701, -1.870)  0.09
H (4.472, 5.115, -1.309)  0.09
H (2.817, 5.923, 0.357)  0.09
H (1.285, 4.310, 1.452)  0.09
H (3.196, -1.939, 3.800)  0.10
H (3.160, -1.836, 6.270)  0.09
H (1.069, -1.246, 7.456)  0.09
H (-0.978, -0.733, 6.151)  0.09
H (-0.934, -0.863, 3.681)  0.08
H (1.468, -4.402, 2.243)  0.08
H (3.329, -5.990, 1.819)  0.09
H (5.400, -5.200, 0.714)  0.09
H (5.619, -2.815, 0.083)  0.09
H (3.732, -1.228, 0.552)  0.08
O (-2.227, -0.100, -3.819)  -0.32
Cl (-1.732, 1.004, -3.041)  0.66
O (-2.428, 1.050, -1.752)  -0.50
O (-1.926, 2.243, -3.745)  -0.32
O (-0.309, 0.812, -2.744)  -0.46
C (4.712, -0.326, -4.363)  -0.46
S (3.087, 0.168, -3.772)  0.75
C (2.657, -1.377, -2.947)  -0.40
H (5.365, -0.589, -3.527)  0.03
H (5.138, 0.527, -4.896)  0.02
H (4.636, -1.173, -5.048)  0.02
H (2.602, -2.178, -3.686)  0.04
H (1.685, -1.275, -2.473)  0.01
H (3.386, -1.625, -2.175)  0.03
C (-2.208, -7.164, -0.371)  -0.04
C (-0.929, -6.609, -0.941)  -0.20
C (0.282, -7.261, -0.780)  -0.08
C (1.449, -6.717, -1.297)  -0.67
Cl (2.961, -7.590, -1.102)  0.60
C (1.427, -5.506, -1.956)  -0.10
C (0.216, -4.840, -2.133)  0.02
C (-0.955, -5.396, -1.642)  -0.23
O (-2.193, -4.868, -1.793)  -0.03
C (-2.407, -3.653, -2.522)  -0.07
C (-1.907, -2.387, -1.820)  -0.70
O (-2.702, -1.819, -1.032)  -0.14
O (-0.727, -1.992, -2.080)  -0.26
H (-2.025, -8.115, 0.134)  0.07
H (-2.954, -7.315, -1.156)  0.08
H (-2.644, -6.459, 0.343)  0.09
H (0.319, -8.203, -0.241)  0.10
H (2.347, -5.065, -2.321)  0.10
H (0.196, -3.864, -2.602)  0.10
H (-3.486, -3.575, -2.588)  0.13
H (-1.969, -3.725, -3.521)  0.13